Formula: C4H25O9
Source: OMol25
Level of theory: wB97M-V/def2-TZVPD

Output
**M**: 217.2 g/mol
**2S+1**: 1
**Kohn-Sham gap**: 6.33 eV
**Total charge**: -1
**HOMO level**: -4.316 eV

```
38
C4H25O9, DFT wB97M-V/def2-TZVPD
O -0.778 0.820 -0.503
H -1.402 0.697 0.267
H -0.659 -0.082 -0.981
H 0.125 1.089 -0.120
C 1.744 -1.465 0.869
C 2.457 -0.108 0.738
C 3.807 -0.140 -0.010
O 1.688 0.950 0.392
H 1.381 -1.881 -0.078
H 0.829 -1.202 1.412
H 2.346 -2.186 1.422
H 2.855 0.003 1.784
H 4.406 -1.051 0.104
H 4.402 0.743 0.223
H 3.608 -0.146 -1.091
C -1.289 -2.620 -1.016
O -0.741 -1.511 -1.638
H -2.229 -2.947 -1.486
H -0.532 -3.405 -0.886
H -1.584 -2.379 0.030
O 1.199 3.773 -0.838
H 1.644 3.108 -0.275
H 1.308 3.423 -1.727
O -3.920 -1.185 2.784
H -3.158 -0.832 2.295
H -3.974 -0.639 3.573
O 1.456 -0.326 -2.709
H 0.641 -0.851 -2.596
H 1.784 -0.238 -1.805
O -2.270 0.864 1.603
H -3.041 1.441 1.608
H -1.720 1.173 2.334
O -3.052 -0.784 -3.151
H -3.755 -1.030 -2.545
H -2.221 -0.977 -2.653
O -0.421 2.913 1.624
H -0.874 3.566 2.166
H -0.062 3.423 0.881
```